# 1
ORCA calculation (the ωB97M-V functional and the def2-TZVPD basis) on a molecular structure, C50H36CrO4P in a non-equilibrium geometry.

```
92
Properties=species:S:1:pos:R:3:forces:R:3
C 3.12077 -0.58563 1.22653 0.0881 0.3216 -0.2954
C 2.58841 -0.63832 -0.06406 -0.1184 0.1537 -0.0077
C 2.06801 0.51013 -0.66211 0.2153 0.3527 0.3829
C 2.19913 1.74660 0.00261 -0.0431 -0.3330 0.1728
P 1.58212 3.24352 -0.77597 0.0210 0.7864 1.1524
C 0.55866 4.26452 0.31314 -0.3972 -0.1625 0.0878
C 0.02290 5.45172 -0.21730 0.0890 0.3249 -0.0805
C -0.73228 6.32002 0.55662 0.1503 -0.3993 0.0661
C -1.01575 5.96830 1.87622 0.2045 -0.1383 -0.1067
C -0.56114 4.74651 2.38624 0.0246 -0.0061 0.0420
C 0.22113 3.87682 1.61092 -0.1781 0.4296 0.0298
C 2.99677 4.34246 -1.13728 0.6650 0.2107 -0.8103
C 2.90074 5.73287 -0.98047 -0.1689 0.1418 0.3268
C 4.01990 6.55203 -0.90590 0.2407 -0.2378 -0.0847
C 5.29110 6.00618 -1.07684 -0.3934 -0.2157 -0.0696
C 5.39331 4.65520 -1.42565 0.0413 -0.0583 -0.0043
C 4.26497 3.82961 -1.48065 -0.2215 0.1075 0.2843
C 0.42895 2.72970 -2.00741 0.8115 0.7672 -1.0514
C -0.69923 3.65552 -2.31812 -2.2531 1.1943 -0.6437
O -0.56155 4.63998 -3.05702 0.4780 -2.1310 1.0991
C -2.02611 3.38432 -1.62280 0.5101 -0.1025 -0.5021
C -2.20010 2.28030 -0.77186 0.0430 0.7212 0.1469
C -3.33263 2.20807 0.04519 0.3151 0.0388 -0.4164
C -4.33935 3.17178 -0.07942 0.1349 -0.1722 -0.0657
C -4.22526 4.19544 -1.03330 0.2976 -0.2104 0.0054
C -3.06557 4.30640 -1.80284 -0.2134 0.0489 0.3212
C 2.80311 1.81210 1.27401 0.0871 -0.1126 -0.1946
C 3.24603 0.63910 1.89010 -0.1140 0.1564 -0.0732
H 3.46519 -1.50170 1.69925 -0.0109 0.1568 -0.0794
H 2.57708 -1.57542 -0.61677 -0.0963 0.2757 0.3318
H 1.56017 0.46059 -1.62780 0.2999 -0.1153 0.2768
H 0.20031 5.74708 -1.25159 -0.0719 -0.2315 0.3754
H -1.06438 7.25585 0.10455 -0.0555 -0.2855 0.2950
H -1.58216 6.66498 2.48908 0.0589 -0.2845 0.0412
H -0.80173 4.47347 3.41430 0.0342 0.0416 -0.3044
H 0.55845 2.91483 2.00320 -0.1490 0.3934 -0.0001
H 1.94050 6.20942 -0.87665 0.2544 -0.0284 0.2041
H 3.89027 7.61072 -0.68881 0.0260 -0.2357 -0.1361
H 6.17496 6.63615 -0.96175 -0.2223 -0.2982 -0.1220
H 6.38027 4.24407 -1.63197 -0.2908 -0.0293 -0.0112
H 4.34715 2.78675 -1.77682 0.2199 0.0782 0.2525
H 0.82999 2.17409 -2.84190 -0.1155 -0.3000 -0.1894
H -1.41581 1.52568 -0.71142 -0.1508 0.0755 0.1498
H -3.38350 1.39722 0.76888 -0.2621 0.1388 -0.1747
H -5.22076 3.09428 0.56447 0.2988 0.1421 -0.2953
H -5.02169 4.92515 -1.16597 0.1271 -0.2079 0.0807
H -2.95336 5.12225 -2.52123 0.0456 -0.2827 0.2837
H 2.92273 2.77691 1.77606 0.0080 -0.3448 -0.1717
H 3.70372 0.69001 2.88368 -0.2377 -0.0440 -0.4133
O 0.70738 -8.65974 -2.16428 0.9393 2.1309 0.8965
C 1.05498 -7.60899 -1.80885 -0.6612 -1.5503 -0.3517
Cr 1.36487 -5.73212 -1.46228 -0.9446 -1.5722 -1.7132
C -0.50710 -5.66856 -1.15153 -2.3800 -0.1532 0.3056
O -1.67019 -5.67777 -1.04699 2.8404 0.1626 -0.1484
C 0.84512 -5.77737 -3.30535 -0.8562 -0.3888 -1.7472
O 0.41940 -5.99963 -4.36600 1.0744 0.7517 2.1855
C 3.59359 -5.60594 -1.34536 0.6950 -0.2980 -0.4254
C 3.03007 -6.09486 -0.15346 -0.1669 -0.1995 0.5893
C 2.04465 -5.33904 0.52042 -0.4134 -0.0900 1.6505
C 1.58147 -4.09716 0.00314 -0.8834 -0.2154 -0.6945
C 0.46907 -3.31183 0.52719 -0.7943 0.9842 -0.7989
C -0.54632 -2.59292 0.62170 2.1653 -1.8267 0.7004
C -1.79410 -2.29312 1.19538 0.0679 -0.4720 0.3065
C -2.81890 -1.72012 0.39112 -0.0322 -0.5384 -0.6837
C -2.51554 -1.48197 -0.98167 -0.4392 0.1646 0.1833
C -3.53009 -1.51312 -1.92869 -0.0463 -0.0926 0.1675
C -4.81831 -1.88475 -1.53502 -0.6020 -0.0099 0.1931
C -5.14621 -1.94272 -0.16488 0.0102 0.0763 -0.5480
C -4.17251 -1.80122 0.79463 0.0278 0.3309 0.2212
C -2.05112 -3.08387 2.42655 -0.0830 -1.0352 0.0929
C -0.94818 -3.33827 3.27546 -0.6670 0.4223 -0.0847
C -1.09388 -4.11963 4.41093 0.1945 0.1866 -0.0842
C -2.32820 -4.67652 4.74606 -0.3260 -0.0569 -0.2512
C -3.41658 -4.53313 3.87414 0.8055 0.2471 -0.4505
C -3.25182 -3.82599 2.67191 0.3328 0.3993 0.4177
C 2.02416 -3.76449 -1.30493 -0.1592 1.8121 -0.0456
C 3.09064 -4.44174 -1.92558 -0.0623 0.2208 -0.2377
H 4.39923 -6.15653 -1.83612 -0.3928 0.1416 0.1278
H 3.37034 -7.05060 0.27051 -0.2666 0.5817 -0.2635
H 1.59023 -5.71404 1.44833 0.4018 0.1871 -0.4644
H -1.46854 -1.39537 -1.29626 -0.4349 0.0262 0.1756
H -3.32133 -1.30994 -2.97803 0.0340 -0.2677 0.2065
H -5.57321 -2.16885 -2.28163 0.3415 0.4833 0.3320
H -6.15132 -2.14652 0.19134 -0.0208 0.0363 -0.3841
H -4.47065 -1.86683 1.85220 0.4293 0.1297 -0.6760
H 0.01369 -2.89324 2.99333 -0.4400 -0.2200 0.4441
H -0.20717 -4.26452 5.02228 -0.2716 -0.1421 0.1167
H -2.43914 -5.28067 5.64293 0.0568 0.1836 -0.0881
H -4.37546 -4.99938 4.08769 0.2587 -0.0539 -0.0502
H -4.05184 -3.89657 1.92644 0.4477 0.2577 0.4039
H 1.53088 -2.91498 -1.78747 0.4115 -0.3170 0.0995
H 3.48346 -4.03302 -2.86261 -0.2166 -0.5070 0.2705
```
Forces are in eV/Å.

* multiplicity: 3
* expectation value of S²: 2.0612
* HOMO (alpha / beta): -0.3205 / -0.3479 Ha
* total charge: +1

# 2
ORCA calculation (the ωB97M-V functional and the def2-TZVPD basis) on 2 unconnected molecules or ions with the total composition C9H14O in a non-equilibrium geometry.

```
24
Properties=species:S:1:pos:R:3:forces:R:3
C -2.10685 -1.08937 2.26355 1.5119 0.3225 1.0173
C -1.08493 -0.13561 1.68037 -0.3646 -0.3347 0.0160
C -0.98721 1.18226 2.14281 -0.3609 -1.1766 0.0997
C -0.08255 2.04442 1.58191 0.6701 0.7046 -0.0659
C 0.75768 1.61230 0.55945 -0.8368 0.4270 -0.1428
O 1.76549 2.46253 0.12691 -0.3481 -0.1760 0.1424
C 0.49120 0.39834 -0.03504 1.4744 -0.8116 0.3656
C -0.29819 -0.54224 0.61286 -0.7192 0.8588 -0.5454
H -2.27921 -1.88684 1.55781 -0.6575 -0.1322 -0.0365
H -2.95541 -0.54869 2.65421 -0.6753 -0.0274 -0.5237
H -1.69105 -1.53020 3.18170 0.0841 -0.2171 -0.2380
H -1.64151 1.40988 2.97482 0.0463 0.5881 -0.0761
H 0.00279 3.09342 1.84374 0.0181 -0.1437 0.4144
H 1.53934 2.75567 -0.75408 0.1248 0.1409 -0.4254
H 1.06931 0.07903 -0.88870 0.1529 0.0662 -0.1694
H -0.39310 -1.52072 0.15938 -0.1104 -0.0875 0.1641
C 0.19484 -2.79290 -4.10959 0.5882 -0.0405 0.7518
C 1.11475 -1.90400 -3.20042 -1.1225 -0.2418 -1.5162
H -0.27641 -3.64922 -3.62457 -0.0104 0.2344 0.3747
H -0.58456 -2.14061 -4.46045 -0.3774 -0.0826 -0.6530
H 0.77241 -3.23900 -4.91513 -0.1005 0.2295 -0.2920
H 1.37750 -2.40867 -2.27922 0.4238 0.2592 0.0598
H 0.57586 -0.96797 -3.05082 -0.0032 -0.1115 0.6875
H 1.92829 -1.59440 -3.85477 0.5922 -0.2479 0.5911
```
Forces are in eV/Å.

* SMILES: Cc1ccc(O)cc1.CC
* HOMO: -0.3181 Ha
* total charge: 0
* energy relative to the best compared isomer or geometry (same formula, charge and spin): 18.8 kcal per mole

no.,electronic energy (eV)
1,-98323.151
2,-11606.823